Record 1
Entry from the OMol25 dataset: a cluster of 2 separate species, C6H4BrF4N in total at a distorted geometry (ωB97M-V/def2-TZVPD).

The geometry in XYZ format:
```
16
Properties=species:S:1:pos:R:3:forces:R:3
C -1.84835 0.70368 1.13173 2.1 -2.9 -1.0
C -2.39999 0.24631 -0.09218 1.2 0.5 -0.9
C -0.60923 0.09871 1.27079 0.1 1.6 0.1
C -1.41581 -0.37907 -0.79494 -0.2 -0.8 0.2
C 0.78178 -1.03812 -0.29115 6.6 1.8 -1.4
C 2.27423 0.60354 -0.58839 -2.5 -2.4 1.5
N -0.33961 -0.46043 0.07706 -1.7 -1.1 -1.3
F 0.81153 -1.57340 -1.50826 -0.4 -0.3 0.6
F 1.46353 -1.77764 0.59423 -1.1 0.1 -0.4
F 1.57162 1.73725 -0.42125 0.2 -0.1 -0.7
F 2.81349 0.52971 -1.79354 0.0 0.3 0.1
Br 3.56849 0.52376 0.86702 0.1 0.0 -0.4
H -2.25826 1.13046 1.93638 -1.9 1.9 2.5
H -3.29469 0.45875 -0.58699 -1.5 0.4 0.0
H 0.25852 0.15720 1.92504 -0.7 0.2 0.4
H -1.37725 -0.96070 -1.72554 -0.2 0.7 0.6
```
Positions in Å, forces in eV/Å.

Values from the calculation:
**Lowest unoccupied orbital energy**: 0.1385 eV
**Total energy**: -3259.16240 a.u.
**Energy relative to the best compared isomer or geometry (same formula, charge and spin)**: 1.294 eV
**HOMO**: -8.93 eV



Record 2
Entry from the OMol25 dataset: a structure of composition C6H4Cl2HoLuN2O3 at a distorted geometry (ωB97M-V/def2-TZVPD).

The geometry in XYZ format:
```
19
Properties=species:S:1:pos:R:3:forces:R:3
Lu -1.12092 -0.69230 -4.03246 -3.5 -1.9 1.0
Ho 1.04912 1.01569 0.19398 -0.3 0.3 -0.1
Cl -0.89602 -2.62336 -2.67618 0.1 1.5 -0.6
Cl -0.53957 2.72044 -0.41593 0.5 -0.8 -0.3
C 2.33604 2.74773 1.22689 3.9 6.1 2.9
C 0.70694 -1.46167 -5.05322 6.9 -2.5 -5.4
C 0.56317 0.88274 -4.21126 5.9 5.7 -1.5
O 2.91124 3.67051 1.63923 -3.1 -5.0 -2.2
O 1.63866 -1.70460 -5.71168 -5.1 1.2 3.8
O 1.44035 1.59540 -4.49135 -4.8 -3.8 1.6
N -0.13680 -1.42327 2.00046 0.1 0.6 -0.4
C -1.01877 -1.59645 2.97680 0.2 -0.2 0.1
C -1.58674 -0.36592 3.26653 -0.3 0.9 0.2
C -1.01169 0.56034 2.41164 0.0 -1.5 0.1
N -0.11223 -0.10529 1.60168 0.0 -0.3 0.3
H 0.47383 -2.10109 1.55293 -0.3 0.0 0.4
H -1.17053 -2.56969 3.41896 -0.1 0.0 0.1
H -2.33662 -0.16735 4.01537 0.0 0.0 0.0
H -1.18943 1.61815 2.28761 -0.1 0.0 0.1
```
Positions in Å, forces in eV/Å.

Values from the calculation:
**Lowest unoccupied orbital energy (spin up / spin down)**: -16.9779 / -16.9763 eV
**Charge**: +4
**Total energy**: -3668.57676 a.u.
**Spin multiplicity**: 5
**HOMO (spin up / spin down)**: -22.38 / -22.39 eV



Record 3
Entry from the OMol25 dataset: a structure of composition C6H4Cl3GeI2PtS2 at a distorted geometry (ωB97M-V/def2-TZVPD).

The geometry in XYZ format:
```
19
Properties=species:S:1:pos:R:3:forces:R:3
Pt -1.58954 1.24989 0.53728 1.2 -0.6 0.2
S -0.82507 -0.99884 1.10894 0.0 0.8 -0.5
C 0.28294 -1.28192 -0.18585 -0.6 0.2 0.6
C 0.68165 -2.60357 -0.43394 0.3 -0.5 -0.3
C 1.59284 -2.89313 -1.41932 -0.3 -0.2 0.5
C 2.13576 -1.86637 -2.19739 0.0 0.6 -0.2
C 1.75527 -0.56589 -1.97883 0.3 -0.4 -0.3
C 0.83162 -0.24403 -0.97505 -0.2 0.9 0.1
S 0.47396 1.42937 -0.73963 -0.7 -0.5 0.5
H 0.24818 -3.38890 0.16607 0.0 -0.1 0.0
H 1.89085 -3.91569 -1.59688 0.0 -0.1 0.0
H 2.84373 -2.09952 -2.97926 0.1 0.0 0.0
H 2.15331 0.23845 -2.57551 0.1 0.1 -0.1
I -3.91564 1.91173 -0.54675 -0.4 0.5 0.3
I -4.96921 3.75181 1.17869 0.3 -0.4 -0.3
Cl -1.07187 4.62723 2.35847 0.1 0.0 -0.1
Ge -1.01570 2.47076 2.59717 -0.2 -0.2 -0.3
Cl -2.41221 2.15356 4.22814 0.0 -0.1 0.0
Cl 0.90911 2.02505 3.45364 0.1 0.0 0.0
```
Positions in Å, forces in eV/Å.

Values from the calculation:
**Lowest unoccupied orbital energy (spin up / spin down)**: -2.7200 / -3.2718 eV
**Total energy**: -5199.72618 a.u.
**Spin multiplicity**: 4
**HOMO (spin up / spin down)**: -7.89 / -8.49 eV



Record 4
Entry from the OMol25 dataset: an isolated molecule of C6H4ClNO3 at a distorted geometry (ωB97M-V/def2-TZVPD).

The geometry in XYZ format:
```
15
Properties=species:S:1:pos:R:3:forces:R:3
C -2.78609 -0.07467 0.29989 -0.5 -0.6 0.0
C -1.48389 0.47241 0.40244 0.0 -0.4 -0.2
C -2.60779 -1.31858 -0.17186 -2.8 -2.2 -0.7
C -0.61200 -0.53248 -0.04115 -1.0 3.2 0.8
C 3.44350 1.49412 -0.26373 -1.2 0.4 -0.3
C 0.84495 -0.51917 -0.07050 0.6 -1.3 0.5
N 1.49203 0.50598 0.29168 -0.8 1.2 -0.3
O 2.88210 0.50013 0.41447 -0.6 -3.1 1.0
O 4.61199 1.63535 -0.29402 0.7 0.5 -0.2
O -1.35092 -1.57961 -0.42074 1.8 -1.5 -0.3
Cl 1.51179 -2.09593 -0.38102 0.4 0.2 -0.1
H -3.80295 0.20927 0.51521 0.3 0.9 0.3
H -1.35185 1.47494 0.77587 0.8 -0.1 -0.1
H -3.36339 -2.17302 -0.36689 1.6 1.7 0.3
H 2.57252 2.00126 -0.68964 0.6 1.1 -0.7
```
Positions in Å, forces in eV/Å.

Values from the calculation:
**Lowest unoccupied orbital energy**: -0.1184 eV
**SMILES**: O=CO/N=C(\Cl)c1ccco1
**Total energy**: -971.60043 a.u.
**HOMO**: -9.31 eV



Record 5
Entry from the OMol25 dataset: an isolated molecule of C6H4F2 at a distorted geometry (ωB97M-V/def2-TZVPD).

The geometry in XYZ format:
```
12
Properties=species:S:1:pos:R:3:forces:R:3
C -0.02947 0.41685 1.93179 2.0 0.5 1.2
C 0.74343 0.25776 0.86599 0.6 0.8 -0.7
C 0.24242 -0.09690 -0.45705 0.8 -0.1 -1.7
C 1.00975 -0.08673 -1.59367 -0.3 0.1 3.0
C -1.12766 -0.43331 -0.63689 -0.5 0.0 -0.4
C -2.27854 -0.67933 -0.86409 0.5 -0.2 -0.1
H 0.38947 0.72977 2.91630 -0.5 -0.2 -0.9
H 1.78464 0.62760 0.86722 -0.7 -0.6 0.5
H 0.66492 -0.32722 -2.57015 0.0 -0.1 -0.6
H -3.24740 -1.00270 -1.11601 -0.5 0.0 0.0
F -1.31878 0.21059 1.95412 -1.1 -0.3 0.2
F 2.32420 0.20080 -1.46232 -0.4 -0.1 -0.5
```
Positions in Å, forces in eV/Å.

Values from the calculation:
**Lowest unoccupied orbital energy**: 0.5596 eV
**SMILES**: C#CC(/C=C\F)=C/F
**Total energy**: -430.63768 a.u.
**Energy relative to the best compared isomer or geometry (same formula, charge and spin)**: 3.402 eV
**HOMO**: -8.63 eV



Record 6
Entry from the OMol25 dataset: a cluster of 2 separate species, C6H4F3N3 in total at a distorted geometry (ωB97M-V/def2-TZVPD).

The geometry in XYZ format:
```
16
Properties=species:S:1:pos:R:3:forces:R:3
C -1.24284 -2.26548 -0.64704 -1.8 -0.1 -1.2
C -0.31122 -2.07744 0.23223 3.2 0.9 2.6
C 0.57439 1.15831 -0.02439 -2.7 0.6 1.1
C -0.62174 1.20026 -0.07570 0.1 -0.4 0.1
C -2.06241 1.27365 -0.20599 -0.3 -2.9 0.6
C 1.90178 1.06479 -0.38874 4.3 0.6 -0.7
N -2.15594 -2.37421 -1.32552 -1.3 -0.3 -1.4
N 0.53745 -1.80209 0.99474 -0.8 -0.4 -1.3
N 1.35371 -1.84350 1.86547 0.2 -1.7 1.9
F 2.63507 2.26102 -0.38239 -1.4 -1.2 0.0
F 2.69467 0.21982 0.32112 -0.5 0.1 0.6
F 1.94381 0.57439 -1.61721 0.3 0.0 -1.3
H -2.24114 2.23782 -0.51951 -1.0 2.3 -0.3
H -2.45131 0.60374 -1.00683 0.6 0.3 0.4
H -2.60411 0.94307 0.71643 0.5 0.7 -0.6
H 2.04983 -1.17414 2.06334 0.5 1.3 -0.6
```
Positions in Å, forces in eV/Å.

Values from the calculation:
**Lowest unoccupied orbital energy**: -0.2896 eV
**Total energy**: -694.69673 a.u.
**Energy relative to the best compared isomer or geometry (same formula, charge and spin)**: 5.242 eV
**HOMO**: -9.28 eV



Record 7
Entry from the OMol25 dataset: an isolated molecule of C6H4FN at a distorted geometry (ωB97M-V/def2-TZVPD).

The geometry in XYZ format:
```
12
Properties=species:S:1:pos:R:3:forces:R:3
C 0.51586 0.57766 0.05238 0.2 0.2 0.0
C 0.65139 0.72815 -1.29699 0.2 0.2 0.0
C -0.35807 -0.37381 0.58508 0.0 -0.1 -0.1
C -1.09704 -1.19021 -0.26478 -0.1 -0.2 -0.2
C -0.12607 -0.06078 -2.22040 -0.4 -0.4 1.0
C -0.99102 -1.04240 -1.62252 -0.4 -0.4 0.7
N -0.12365 0.05784 -3.47555 0.3 0.4 -1.5
F -1.72182 -1.82263 -2.42434 0.2 0.2 0.0
H 1.09495 1.20017 0.72237 0.0 0.0 0.0
H 1.33802 1.43790 -1.72810 0.1 0.1 0.0
H -0.45670 -0.48666 1.65115 0.0 0.0 0.1
H -1.75812 -1.94462 0.13337 -0.1 -0.1 0.0
```
Positions in Å, forces in eV/Å.

Values from the calculation:
**Lowest unoccupied orbital energy (spin up / spin down)**: -1.6578 / -0.5042 eV
**Total energy**: -385.54322 a.u.
**Energy relative to the best compared isomer or geometry (same formula, charge and spin)**: 1.910 eV
**HOMO (spin up / spin down)**: -10.00 / -8.12 eV



Record 8
Entry from the OMol25 dataset: a structure of composition C6H4InO9P at a distorted geometry (ωB97M-V/def2-TZVPD).

The geometry in XYZ format:
```
21
Properties=species:S:1:pos:R:3:forces:R:3
In 2.04106 -2.40279 0.42238 -1.1 0.1 -1.7
C -2.73614 1.30255 0.73203 1.0 0.1 -0.6
C -2.13257 0.31141 -0.08645 -0.5 -0.5 0.0
C -0.57995 0.25915 -0.12101 0.6 0.3 0.8
O -0.02354 -0.83267 -0.31978 0.4 -0.6 -0.3
C 0.11671 1.44927 0.17847 -0.7 -0.5 0.0
C -0.51033 2.51093 0.88286 0.7 0.5 -0.7
C -2.00177 2.41984 1.19715 -1.1 -0.1 0.7
O -2.54816 3.32275 1.85131 0.4 0.3 0.0
O 0.14369 3.50680 1.20944 -0.2 0.2 0.5
O -2.74895 -0.56074 -0.70176 0.1 0.0 0.0
H -3.80857 1.30639 0.87206 0.0 -0.1 0.0
H 1.18047 1.53003 -0.01200 0.0 -0.1 0.0
P 1.59403 -2.78592 -2.83087 -1.7 -2.2 0.7
O 2.44332 -1.70673 -2.17067 0.3 0.7 0.4
O 0.92587 -3.63995 -1.72635 1.0 0.3 1.2
O 2.59128 -3.69078 -3.58534 0.2 0.5 -0.1
O 0.51033 -2.36512 -3.80326 0.5 0.9 -0.8
O 1.75250 -0.25221 2.40982 0.2 0.0 0.2
H 1.85105 -0.36043 3.35941 0.0 0.0 0.1
H 1.93967 0.67821 2.24257 -0.3 0.1 -0.2
```
Positions in Å, forces in eV/Å.

Values from the calculation:
**Lowest unoccupied orbital energy**: 1.4654 eV
**Charge**: -2
**Total energy**: -1439.66285 a.u.
**HOMO**: -0.98 eV



Record 9
Entry from the OMol25 dataset: an isolated molecule of C6H4N2 at a distorted geometry (ωB97M-V/def2-TZVPD).

The geometry in XYZ format:
```
12
Properties=species:S:1:pos:R:3:forces:R:3
C -1.32692 1.92601 1.38677 0.1 -1.8 -1.0
C -0.92634 1.05668 0.59348 -1.9 4.2 3.8
C -0.79463 -0.09570 -0.25784 2.4 0.7 -0.1
C -0.11678 -1.23258 0.53184 -1.3 -1.9 -2.2
C 1.20834 -1.10235 0.89164 14.1 -0.3 0.5
C -0.21257 0.34761 -1.57521 -0.1 -0.1 -2.5
H -1.83888 2.59286 2.16821 1.4 -1.3 -1.8
H -1.78355 -0.37474 -0.40027 -1.9 -0.9 -0.9
H -0.69628 -1.55350 1.36359 -0.8 0.1 0.7
H 0.04784 -2.17493 -0.06853 -1.0 0.8 -0.1
N 2.47793 -1.22936 0.90173 -10.6 1.3 0.3
N -0.00876 0.67397 -2.68561 -0.3 -0.8 3.2
```
Positions in Å, forces in eV/Å.

Values from the calculation:
**Lowest unoccupied orbital energy**: 0.2014 eV
**SMILES**: C#C[C@@H](C#N)CC#N
**Total energy**: -340.38112 a.u.
**Energy relative to the best compared isomer or geometry (same formula, charge and spin)**: 3.771 eV
**HOMO**: -10.94 eV



Record 10
Entry from the OMol25 dataset: the ion C6H4N3O with charge +1 at a distorted geometry (ωB97M-V/def2-TZVPD).

The geometry in XYZ format:
```
14
Properties=species:S:1:pos:R:3:forces:R:3
C 0.86229 1.25619 0.17185 -0.8 0.1 1.4
C -0.11112 2.05880 0.77248 1.0 -1.2 -1.4
C 1.58583 -0.98162 -0.52907 -0.4 -0.4 -1.0
C -1.66078 0.39770 0.51461 2.9 -1.1 -0.7
C 0.61211 -0.10607 -0.05258 1.1 0.8 -0.9
C -0.73068 -0.55116 0.06366 0.5 1.0 0.1
N -1.31097 1.62984 0.86700 -2.1 -0.6 0.7
N -0.93087 -1.85242 -0.42916 -1.6 -0.7 0.2
N -0.14163 -2.62455 -0.84177 1.4 0.3 0.3
O 0.15831 -3.66441 -1.27478 -0.5 1.4 0.4
H 1.76567 1.74364 0.01213 1.9 0.2 -0.5
H -0.01111 3.05804 1.02809 0.9 1.8 0.5
H 2.55442 -0.60827 -0.95215 -0.7 -0.3 0.8
H -2.64146 0.24429 0.64970 -3.5 -1.2 0.1
```
Positions in Å, forces in eV/Å.

Values from the calculation:
**Lowest unoccupied orbital energy (spin up / spin down)**: -7.3227 / -7.3230 eV
**Charge**: +1
**Total energy**: -469.98834 a.u.
**Energy relative to the best compared isomer or geometry (same formula, charge and spin)**: 5.921 eV
**HOMO (spin up / spin down)**: -14.41 / -14.42 eV



Record 11
Entry from the OMol25 dataset: an isolated molecule of C6H4N4O2 at a distorted geometry (ωB97M-V/def2-TZVPD).

The geometry in XYZ format:
```
16
Properties=species:S:1:pos:R:3:forces:R:3
C 1.80946 -0.85159 -0.85080 1.6 -2.4 0.2
C 0.20582 0.68904 -0.68374 0.9 0.0 -1.6
C -1.29775 2.35186 -0.63664 -1.2 0.6 1.3
C -1.92924 1.77646 0.54611 -0.5 0.2 -0.5
C -0.49622 0.00460 0.29258 -1.3 0.2 1.8
C -0.01900 -1.34481 0.73366 -1.1 0.2 1.2
H 1.37397 -2.98332 1.25601 -0.2 -0.2 0.0
H 2.80873 -1.34074 -1.10570 -1.5 0.8 0.1
H -1.67440 3.27698 -1.07085 -0.1 -0.1 0.2
H -2.79461 2.31758 1.04017 1.2 -0.8 -0.6
N 1.08265 -1.64728 0.01627 2.0 -0.7 -0.7
N 1.42026 0.24982 -1.31294 -1.8 1.3 1.0
N -0.25533 1.85885 -1.19908 0.5 -0.7 0.1
N -1.57687 0.59555 0.99475 1.5 -0.2 -1.5
O 1.73575 -2.82120 0.36271 -0.1 0.3 0.0
O -0.39323 -2.13181 1.61747 0.2 1.5 -1.2
```
Positions in Å, forces in eV/Å.

Values from the calculation:
**Lowest unoccupied orbital energy**: -0.4724 eV
**SMILES**: O=c1c2nccnc2ncn1O
**Total energy**: -600.49567 a.u.
**Energy relative to the best compared isomer or geometry (same formula, charge and spin)**: 2.285 eV
**HOMO**: -9.89 eV



Record 12
Entry from the OMol25 dataset: a structure of composition C6H4N5O5Tm at a distorted geometry (ωB97M-V/def2-TZVPD).

The geometry in XYZ format:
```
21
Properties=species:S:1:pos:R:3:forces:R:3
O 0.31974 0.09024 -5.36165 -1.3 0.0 0.7
C -0.46579 0.08007 -4.54570 0.8 0.0 -2.0
Tm -0.09353 0.06716 -0.85264 0.5 -0.1 0.4
O 2.24624 0.02393 -3.56404 -3.3 0.0 4.1
C 1.45633 0.03641 -2.72014 4.7 -0.1 -4.5
C -2.38070 0.04411 -0.66913 -4.7 0.0 0.6
O -3.53688 0.03296 -0.65422 3.8 0.0 -0.2
C -0.69987 -2.11118 -1.56258 -1.8 -5.0 -1.7
O -1.06087 -3.14987 -1.90578 1.4 4.1 1.3
C -0.79703 2.20421 -1.58919 -2.1 5.1 -2.0
O -1.21983 3.21196 -1.96468 1.8 -4.3 1.5
H -1.38115 0.04239 -2.30811 -0.2 0.0 0.3
N 0.32860 -0.81302 4.52518 -0.4 0.1 -0.2
N 0.53948 -0.15307 3.34749 1.0 -1.2 -1.2
N 1.73819 0.42361 3.16576 -1.1 0.2 -1.4
C 1.73705 0.59957 1.84023 -0.3 -0.3 1.2
N 0.63075 0.12443 1.24818 -0.1 -0.3 2.4
N -0.13653 -0.41858 2.23042 0.8 0.8 1.2
H -0.64664 -0.88803 4.76589 -0.3 0.0 -0.1
H 0.90649 -0.48595 5.29746 0.1 0.3 -0.5
H 2.51595 1.03865 1.27722 0.8 0.5 -0.1
```
Positions in Å, forces in eV/Å.

Values from the calculation:
**Lowest unoccupied orbital energy (spin up / spin down)**: -9.6792 / -9.6750 eV
**Charge**: +2
**Total energy**: -1965.44712 a.u.
**Spin multiplicity**: 3
**Energy relative to the best compared isomer or geometry (same formula, charge and spin)**: 0.000 eV
**HOMO (spin up / spin down)**: -16.90 / -17.00 eV